HN2O3S | wB97M-V/def2-TZVPD

Geometry as ORCA input:
```
! wB97M-V def2-TZVPD RIJCOSX def2/J DEFGRID3
* xyz -1 1
N -2.11 -1.07 0.42
N -1.29 -1.78 0.16
O -0.59 2.11 -1.13
O -3.22 -0.79 0.69
O -1.23 0.86 0.89
S -0.09 1.33 0.03
H 0.41 -0.19 -0.58
*
```

As for the energy above the lowest of the compared OMol25 structures with the same formula, charge and spin: 414.7 kJ/mol. The calculation puts the frontier orbital gap at 7.59 eV. As for the HOMO energy: -3.4 eV. The calculation puts the LUMO energy at 4.1 eV. As for the calculated total energy: -19972.02025 eV.